No. 1
{
  "formula": "C14H7BrNO4SSc",
  "method": "wB97M-V/def2-TZVPD",
  "homo_lumo_gap_ev": [5.852, 8.100],
  "total_charge": -1,
  "spin_multiplicity": 2,
  "s2": 0.755,
  "symbols": ["Br", "Sc", "S", "O", "O", "O", "O", "N", "C", "C", "C", "C", "C", "C", "C", "C", "C", "C", "C", "C", "C", "C", "H", "H", "H", "H", "H", "H", "H"],
  "positions_angstrom": [[-0.865, -0.316, -6.586], [0.724, -0.446, -0.069], [3.673, -2.716, -0.183], [1.943, 3.035, 1.712], [-1.416, -2.825, 2.250], [1.480, 1.456, 0.110], [-1.037, -1.524, 0.395], [-0.119, 0.360, 1.800], [1.286, 2.162, 1.237], [-1.138, -1.194, -3.929], [-0.829, -1.196, -2.561], [-0.277, 1.018, -4.016], [-1.172, -1.747, 1.702], [2.454, -1.705, -0.200], [-0.718, -0.550, 2.518], [0.150, 0.936, -2.691], [-0.086, -0.201, -1.996], [-0.832, -0.085, -4.657], [-0.149, 0.736, 4.440], [0.517, 1.664, 3.625], [-0.734, -0.441, 3.906], [0.441, 1.452, 2.289], [-0.442, 0.967, 5.475], [0.890, 2.685, 3.977], [-0.220, 1.944, -4.611], [-1.239, -1.948, -1.896], [0.580, 1.839, -2.189], [-1.226, -1.284, 4.573], [-1.641, -2.076, -4.423]],
  "forces_ev_per_a": [[-0.226, 0.586, 0.497], [-0.808, 0.250, 0.139], [-0.820, 0.735, -0.036], [1.124, 2.395, -0.562], [-0.241, 1.535, -0.439], [-0.695, 1.874, 1.912], [-0.054, -0.609, 2.323], [-0.221, 0.442, -0.488], [0.759, -3.005, -0.422], [-1.032, -1.927, 0.307], [-0.939, -0.851, -0.999], [0.035, 1.148, -1.323], [0.664, -1.482, -1.528], [1.600, -1.400, 0.141], [-0.197, -0.863, 1.284], [-0.119, 2.186, -1.392], [0.043, -0.258, 1.239], [0.783, 0.020, -0.219], [-1.302, -0.517, 0.266], [-0.832, 1.998, 1.822], [-0.557, -0.623, 1.254], [0.345, -1.077, -1.722], [0.922, -0.118, -0.299], [-0.319, -1.855, -0.315], [0.359, -0.377, 0.395], [0.215, -0.438, -0.300], [-0.174, -0.876, -0.653], [1.059, 2.046, -1.559], [0.629, 1.061, 0.678]],
  "mulliken_spin": [0.00, 0.02, 0.27, 0.00, 0.00, 0.01, 0.01, 0.04, 0.00, 0.00, 0.02, 0.00, 0.00, 0.64, 0.00, 0.01, 0.00, 0.01, 0.00, -0.01, -0.01, 0.00, 0.00, 0.00, 0.00, 0.00, 0.00, 0.00, 0.00]
}

No. 2
{
  "formula": "C14H7Cl5IOTc",
  "method": "wB97M-V/def2-TZVPD",
  "homo_lumo_gap_ev": [5.136, 5.138],
  "total_charge": 2,
  "symbols": ["I", "Tc", "Cl", "Cl", "Cl", "Cl", "Cl", "O", "C", "C", "C", "C", "C", "C", "C", "C", "C", "C", "C", "C", "C", "C", "H", "H", "H", "H", "H", "H", "H"],
  "positions_angstrom": [[2.178, -1.982, -1.338], [0.390, -0.955, 0.463], [-0.662, -0.067, 2.455], [2.597, 2.817, 5.651], [3.751, 2.187, 0.408], [0.021, 1.067, 5.274], [4.453, 3.378, 3.222], [1.233, 0.728, 0.354], [0.779, 0.927, 2.704], [2.218, 2.181, 4.125], [2.748, 1.922, 1.763], [1.068, 1.404, 3.971], [-1.118, -0.964, -3.278], [3.054, 2.438, 3.020], [1.284, -2.788, 0.407], [-0.697, -0.837, -0.863], [-3.367, -0.535, -3.997], [1.584, 1.169, 1.592], [-2.908, -0.461, -1.650], [-3.804, -0.346, -2.685], [-1.550, -0.770, -1.942], [-2.035, -0.843, -4.291], [-4.839, -0.110, -2.484], [0.671, -3.666, 0.213], [-3.222, -0.313, -0.625], [-4.077, -0.444, -4.809], [-1.728, -0.987, -5.317], [-0.087, -1.208, -3.491], [2.067, -2.940, 1.148]],
  "forces_ev_per_a": [[0.024, -0.036, 0.133], [0.237, 0.020, 0.573], [0.187, -0.003, -0.203], [0.002, 0.001, 0.003], [-0.033, -0.008, 0.043], [0.008, 0.002, -0.012], [0.006, 0.005, 0.009], [-0.036, 0.387, 0.165], [-0.114, -0.032, 0.147], [-0.012, -0.009, 0.005], [0.089, -0.006, 0.006], [0.007, 0.004, 0.002], [0.045, 0.004, -0.011], [0.011, -0.004, -0.037], [0.023, -0.119, -0.128], [-0.225, -0.215, -0.519], [0.018, -0.004, -0.018], [0.040, -0.043, -0.300], [-0.026, -0.012, -0.067], [0.017, -0.008, 0.036], [-0.210, 0.091, 0.195], [-0.006, -0.011, -0.023], [-0.003, 0.000, -0.007], [0.044, -0.002, -0.111], [0.008, 0.005, 0.001], [-0.003, 0.002, 0.001], [-0.007, 0.002, -0.002], [0.006, 0.017, 0.018], [-0.096, -0.028, 0.102]],
  "nbo_charge": [0.54, 0.69, 0.25, 0.17, 0.13, 0.14, 0.16, -0.52, -0.14, -0.06, -0.11, -0.08, -0.11, -0.06, -0.70, 0.41, -0.04, 0.26, -0.09, -0.21, -0.22, -0.20, 0.26, 0.28, 0.24, 0.26, 0.26, 0.24, 0.27]
}

No. 3
{
  "formula": "C14H7N2O6ReS2",
  "method": "wB97M-V/def2-TZVPD",
  "homo_lumo_gap_ev": [8.342, 8.006],
  "total_charge": 1,
  "spin_multiplicity": 4,
  "s2": 3.772,
  "symbols": ["Re", "S", "S", "O", "O", "O", "O", "O", "O", "N", "N", "C", "C", "C", "C", "C", "C", "C", "C", "C", "C", "C", "C", "C", "C", "H", "H", "H", "H", "H", "H", "H"],
  "positions_angstrom": [[0.817, 0.678, 1.044], [0.109, -1.867, -0.637], [2.805, 1.020, -0.514], [-0.082, -3.146, -0.063], [0.528, 2.522, 0.475], [-0.934, -0.861, -0.538], [-0.813, -1.528, 4.053], [0.478, -0.699, 2.401], [-0.768, 4.365, 0.418], [-0.785, 1.404, 2.212], [1.430, -0.993, 0.002], [-1.319, 0.604, 3.134], [1.966, -1.116, -2.274], [-2.447, 0.979, 3.824], [-3.014, 2.213, 3.525], [0.841, -1.941, -2.238], [0.422, -2.670, -3.326], [2.155, -0.465, -0.982], [2.700, -0.983, -3.437], [2.292, -1.712, -4.547], [1.175, -2.541, -4.492], [-2.439, 3.039, 2.560], [-0.539, -0.663, 3.291], [-1.310, 2.594, 1.919], [-0.515, 3.298, 0.866], [-2.856, 0.312, 4.571], [2.853, -1.638, -5.469], [3.572, -0.344, -3.473], [-0.449, -3.310, -3.282], [-3.905, 2.537, 4.045], [-2.846, 4.009, 2.307], [0.880, -3.097, -5.372]],
  "forces_ev_per_a": [[0.460, 0.573, -0.150], [-0.193, 0.142, 0.033], [-0.263, -0.083, 0.324], [0.072, -0.028, -0.009], [-0.090, 0.207, 0.074], [0.133, -0.208, -0.038], [0.105, -0.068, 0.173], [0.032, 0.059, 0.122], [0.047, 0.164, -0.019], [-0.138, -0.152, -0.020], [-0.216, -0.369, -0.009], [0.189, 0.241, -0.093], [-0.001, 0.025, -0.003], [-0.086, 0.015, 0.100], [-0.051, 0.043, -0.010], [0.005, 0.022, -0.011], [0.010, 0.010, -0.001], [-0.117, -0.038, 0.108], [0.067, 0.035, -0.069], [-0.015, -0.027, -0.025], [0.008, -0.003, -0.019], [-0.132, 0.097, 0.095], [-0.042, -0.198, -0.414], [0.181, -0.215, 0.081], [0.029, -0.259, -0.218], [-0.007, 0.018, -0.009], [-0.009, -0.003, 0.010], [-0.016, -0.017, -0.012], [0.021, 0.015, -0.003], [0.007, -0.003, 0.001], [-0.004, -0.011, 0.009], [0.013, 0.014, 0.003]],
  "mulliken_spin": [2.89, 0.02, -0.07, 0.01, 0.01, 0.03, 0.04, 0.04, 0.03, -0.07, -0.01, 0.01, 0.01, -0.01, 0.02, 0.01, 0.00, 0.01, 0.01, 0.00, 0.01, -0.01, 0.01, 0.03, 0.00, 0.00, 0.00, 0.00, 0.00, 0.00, 0.00, 0.00]
}

No. 4
{
  "formula": "C14H9Cl2O7S2",
  "method": "wB97M-V/def2-TZVPD",
  "homo_lumo_gap_ev": 3.926,
  "total_charge": -1,
  "symbols": ["Cl", "Cl", "S", "S", "O", "O", "O", "O", "O", "O", "O", "C", "C", "C", "C", "C", "C", "C", "C", "C", "C", "C", "C", "C", "C", "H", "H", "H", "H", "H", "H", "H", "H", "H"],
  "positions_angstrom": [[1.411, 1.235, 3.511], [-4.838, 1.285, 3.373], [1.910, -0.694, -0.445], [-0.600, -0.152, -2.059], [-0.438, 0.497, 5.697], [-1.013, 1.233, -2.065], [-2.987, 1.894, 1.136], [-0.493, -1.686, 0.168], [-1.495, -1.198, -2.523], [2.359, -2.028, -0.094], [2.434, 0.469, 0.240], [-1.021, 0.903, 4.693], [-1.549, -1.532, 1.270], [-0.297, 1.239, 3.417], [1.024, -0.110, -4.360], [-3.132, 1.298, 3.474], [2.265, -0.226, -4.986], [2.111, -0.461, -2.227], [3.349, -0.621, -2.849], [0.964, -0.236, -2.972], [-0.950, 1.343, 2.235], [-2.399, 1.585, 2.172], [-2.481, 0.941, 4.598], [3.420, -0.480, -4.235], [0.077, -0.662, -0.435], [4.396, -0.486, -4.717], [2.341, -0.036, -6.056], [-1.003, -1.301, 2.184], [0.122, 0.127, -4.920], [-2.231, -0.750, 0.937], [4.235, -0.803, -2.244], [-3.055, 0.587, 5.443], [-2.039, -2.500, 1.335], [-0.397, 1.325, 1.304]],
  "forces_ev_per_a": [[-0.028, -0.086, -0.088], [-0.173, 0.058, 0.062], [-3.735, -0.136, -0.568], [1.980, -1.499, 2.488], [-0.895, 0.741, -1.237], [-0.233, -0.114, -0.506], [0.925, -0.367, 2.007], [-2.268, -2.945, 1.582], [-0.151, 0.614, -0.356], [0.551, 0.500, 0.085], [0.757, -0.273, -0.171], [1.086, -0.545, 0.487], [2.127, 0.331, -1.998], [-0.501, -0.211, -0.465], [0.379, 0.145, 0.291], [0.662, -0.167, 0.136], [0.035, 0.237, 0.192], [0.441, -0.408, 0.105], [-0.305, 0.395, -0.159], [-0.381, 0.105, -0.389], [0.966, 0.613, 0.849], [-0.956, -0.233, -1.159], [-1.130, 0.123, -0.557], [-0.074, 0.219, 0.093], [1.244, 3.091, -0.959], [-0.235, -0.200, 0.004], [0.017, -0.221, 0.180], [-0.240, 0.088, 0.067], [0.159, -0.143, 0.074], [-0.056, -0.049, 0.234], [-0.152, 0.005, -0.160], [0.125, 0.151, 0.195], [0.053, 0.020, -0.104], [0.004, 0.164, -0.255]],
  "nbo_charge": [0.08, 0.06, 2.10, 2.11, -0.49, -0.94, -0.46, -0.56, -0.95, -0.95, -0.95, 0.47, -0.24, -0.09, -0.19, -0.07, -0.22, -0.20, -0.22, -0.31, -0.28, 0.48, -0.28, -0.22, -0.62, 0.21, 0.21, 0.17, 0.23, 0.18, 0.23, 0.24, 0.19, 0.30]
}

No. 5
{
  "formula": "C14H9ClINO3",
  "method": "wB97M-V/def2-TZVPD",
  "homo_lumo_gap_ev": 7.235,
  "symbols": ["I", "Cl", "O", "O", "O", "N", "C", "C", "C", "C", "C", "C", "C", "C", "C", "C", "C", "C", "C", "C", "H", "H", "H", "H", "H", "H", "H", "H", "H"],
  "positions_angstrom": [[3.216, 1.818, -3.440], [-1.359, -4.222, -1.063], [4.578, -0.264, -1.599], [3.428, -0.957, 1.214], [-0.486, 2.560, 2.665], [-4.224, 0.224, -1.712], [-1.869, -0.005, 0.863], [-4.640, -0.512, -0.606], [-2.207, -1.490, 0.192], [-3.799, -1.841, -0.036], [1.591, 2.506, 1.004], [4.071, 1.897, -0.139], [2.637, 1.488, 0.607], [0.532, -2.144, -0.040], [0.856, -0.678, 0.618], [-0.304, 0.432, 1.081], [-1.034, -2.574, -0.276], [4.078, 1.001, -1.552], [2.428, -0.154, 0.841], [0.192, 1.906, 1.696], [5.000, 1.557, 0.528], [1.475, -2.806, -0.351], [4.100, 3.033, -0.421], [-5.660, -0.165, -0.097], [-3.973, -2.684, -0.861], [-3.325, -0.211, -2.049], [-2.696, 0.775, 1.188], [-4.360, -2.160, 0.949], [1.753, 3.669, 0.794]],
  "forces_ev_per_a": [[0.556, -0.412, 1.564], [0.274, 2.760, 1.313], [-3.517, 8.990, 0.394], [-6.245, 5.139, -2.506], [4.288, -4.195, -6.448], [-1.230, -3.811, 4.882], [3.887, -2.029, -0.718], [1.603, 1.997, -3.422], [1.984, 0.556, 0.143], [-0.695, 0.751, -0.483], [2.109, -3.654, -0.960], [-0.875, -0.855, -0.207], [-2.108, 2.128, 0.656], [-2.278, 2.831, 1.130], [-2.066, -0.133, -0.362], [-0.891, -3.350, -1.535], [1.619, 4.262, 1.937], [3.182, -6.994, 0.787], [2.600, -2.823, 1.568], [-2.291, 2.147, 3.157], [-2.170, 0.646, -1.644], [-2.536, 1.517, 0.756], [-0.142, -2.256, 0.674], [2.408, -0.947, -1.071], [0.680, 1.764, 1.936], [-0.884, 0.437, 0.433], [1.760, -2.051, -0.890], [1.486, 0.472, -1.837], [-0.508, -2.891, 0.754]],
  "nbo_charge": [0.11, 0.01, -0.52, -0.50, -0.51, -0.59, -0.17, 0.10, -0.01, -0.53, -0.25, -0.53, -0.04, -0.19, -0.10, -0.10, -0.03, 0.40, 0.51, 0.52, 0.29, 0.28, 0.26, 0.20, 0.26, 0.33, 0.27, 0.25, 0.27]
}

No. 6
{
  "formula": "C15H10BrF3N3SSn",
  "method": "wB97M-V/def2-TZVPD",
  "homo_lumo_gap_ev": 7.227,
  "total_charge": -1,
  "symbols": ["Sn", "Br", "S", "F", "F", "F", "N", "N", "N", "C", "C", "C", "C", "C", "C", "C", "C", "C", "C", "C", "C", "C", "C", "C", "H", "H", "H", "H", "H", "H", "H", "H", "H", "H"],
  "positions_angstrom": [[-0.605, 0.340, 0.872], [3.631, -0.643, 0.858], [2.260, 3.251, -1.875], [-2.111, -1.979, -0.465], [-1.912, -0.368, -1.903], [-0.225, -1.654, -1.493], [-6.684, 4.874, -0.071], [0.563, 1.486, -0.532], [1.425, -2.282, 1.002], [-4.612, 3.345, 0.219], [-3.334, 1.799, 1.532], [2.670, -2.262, 0.595], [-2.570, 2.415, -0.641], [-2.375, 1.669, 0.526], [-3.667, 3.245, -0.803], [3.311, -3.338, -0.002], [-4.445, 2.618, 1.393], [-1.251, -0.979, -0.882], [0.731, -3.401, 0.822], [-5.763, 4.196, 0.057], [1.248, -4.549, 0.236], [2.573, -4.496, -0.176], [0.387, -5.764, 0.034], [1.275, 2.225, -1.094], [-0.283, -5.620, -0.816], [-3.802, 3.816, -1.712], [3.032, -5.360, -0.643], [-0.303, -3.370, 1.153], [4.340, -3.263, -0.319], [-3.218, 1.246, 2.460], [0.993, -6.649, -0.161], [-0.233, -5.957, 0.909], [-1.846, 2.348, -1.444], [-5.179, 2.704, 2.185]],
  "forces_ev_per_a": [[-0.259, 0.082, 0.210], [-0.010, 0.000, -0.020], [-0.064, -0.077, 0.038], [0.017, 0.008, 0.013], [0.003, -0.039, 0.014], [-0.060, 0.020, 0.019], [-0.024, 0.014, 0.002], [0.002, 0.046, -0.128], [0.148, -0.059, 0.017], [-0.083, 0.047, -0.046], [-0.019, -0.027, 0.014], [-0.009, -0.036, 0.021], [-0.015, 0.018, 0.037], [0.067, 0.022, -0.109], [0.015, -0.004, 0.000], [0.005, 0.000, -0.029], [0.005, -0.007, 0.037], [0.075, -0.028, -0.076], [-0.016, 0.013, 0.015], [0.103, -0.059, 0.018], [-0.031, -0.019, 0.011], [0.018, 0.008, -0.025], [0.016, 0.051, -0.025], [0.118, 0.074, -0.009], [-0.007, -0.010, -0.005], [-0.001, -0.002, -0.004], [-0.001, -0.008, 0.002], [-0.011, -0.006, -0.001], [0.003, 0.007, 0.003], [0.010, 0.000, 0.008], [-0.001, -0.010, 0.008], [-0.004, -0.011, 0.003], [0.015, 0.002, -0.011], [-0.003, -0.008, -0.001]],
  "nbo_charge": [0.87, 0.05, -0.28, -0.40, -0.37, -0.38, -0.37, -0.72, -0.43, -0.15, -0.25, 0.15, -0.23, -0.37, -0.18, -0.27, -0.20, 0.64, 0.06, 0.29, -0.06, -0.17, -0.63, 0.23, 0.23, 0.21, 0.21, 0.20, 0.23, 0.20, 0.21, 0.22, 0.23, 0.21]
}

No. 7
{
  "formula": "C15H10CoF3N2O3",
  "method": "wB97M-V/def2-TZVPD",
  "homo_lumo_gap_ev": [7.231, 5.591],
  "spin_multiplicity": 5,
  "s2": 6.044,
  "symbols": ["Co", "F", "F", "F", "O", "O", "O", "N", "N", "C", "C", "C", "C", "C", "C", "C", "C", "C", "C", "C", "C", "C", "C", "C", "H", "H", "H", "H", "H", "H", "H", "H", "H", "H"],
  "positions_angstrom": [[-0.452, 1.134, 1.175], [1.847, 2.660, 0.264], [1.035, 3.113, 2.235], [0.070, 3.877, 0.445], [1.016, -0.024, 0.974], [-2.014, 1.961, 1.498], [2.099, -2.007, -2.563], [0.349, -0.706, -1.118], [-0.835, -0.274, -0.926], [4.871, -1.419, 0.464], [0.675, 2.787, 0.943], [2.949, -1.789, -1.549], [2.618, -1.098, -0.365], [-5.328, 0.170, -0.222], [3.602, -0.927, 0.630], [4.242, -2.293, -1.701], [-4.360, 2.009, 1.025], [-3.110, 1.420, 0.916], [5.183, -2.110, -0.714], [-1.596, -0.354, 0.168], [-5.457, 1.379, 0.454], [1.299, -0.565, -0.111], [-4.076, -0.409, -0.341], [-2.971, 0.232, 0.204], [-6.435, 1.837, 0.543], [3.331, -0.388, 1.526], [-1.461, -1.300, 0.698], [-3.955, -1.352, -0.864], [-6.195, -0.314, -0.650], [-4.456, 2.946, 1.559], [5.618, -1.273, 1.231], [4.473, -2.826, -2.614], [1.241, -1.594, -2.356], [6.182, -2.505, -0.857]],
  "forces_ev_per_a": [[0.036, 0.848, -0.033], [0.091, -0.001, -0.086], [0.055, 0.045, -0.088], [0.008, 0.137, -0.106], [0.490, -0.616, 0.348], [-1.099, -0.090, 0.030], [0.325, -0.108, 0.008], [-0.396, -0.460, -0.214], [0.273, 0.720, 0.920], [-0.041, 0.002, -0.016], [-0.001, -0.035, 0.245], [-0.119, -0.027, -0.181], [-0.006, -0.037, -0.129], [-0.001, -0.017, -0.018], [0.009, 0.000, -0.011], [0.094, -0.049, -0.015], [-0.410, 0.081, -0.049], [0.771, 0.253, 0.338], [0.013, 0.005, 0.007], [-0.741, -1.026, -1.328], [0.043, 0.163, 0.094], [0.233, 0.163, -0.032], [0.081, -0.064, -0.110], [0.156, -0.044, 0.037], [0.039, -0.013, 0.004], [-0.010, 0.017, -0.005], [0.231, 0.099, 0.376], [0.008, 0.038, 0.012], [0.013, 0.005, 0.000], [0.005, -0.054, -0.010], [-0.011, -0.009, -0.025], [-0.001, 0.027, 0.023], [-0.098, 0.038, 0.003], [-0.040, 0.012, 0.008]],
  "mulliken_spin": [2.49, 0.01, 0.02, 0.01, 0.09, 0.09, 0.01, 0.35, 0.59, 0.00, 0.16, 0.06, 0.03, 0.01, 0.01, -0.02, 0.01, -0.01, 0.04, -0.08, 0.00, 0.01, 0.02, 0.10, 0.00, 0.00, 0.01, 0.00, 0.00, 0.00, 0.00, 0.00, 0.00, 0.00]
}